Run P
This record from the OMol25 dataset describes the molecule C6H9N. The level of theory is wB97M-V/def2-TZVPD.

CARTESIAN COORDINATES (ANGSTROEM)
N1 0.34613 -0.77678 0.16389
C1 -0.43833 0.56640 -1.65160
C2 1.86334 0.80514 -1.01434
C3 -1.29358 0.56675 -0.54508
C4 -1.48692 -0.56128 1.80566
C5 0.73389 -0.23624 -1.15763
C6 -0.82768 -0.25617 0.49715
H1 0.84458 -1.47066 0.70188
H2 1.43243 1.78351 -0.78116
H3 -0.76990 -0.56222 2.63395
H4 2.56739 0.53926 -0.22330
H5 2.40704 0.89179 -1.95705
H6 -2.20444 1.14883 -0.44219
H7 1.04954 -1.06123 -1.80580
H8 -2.26825 0.17378 2.01327
H9 -1.95523 -1.55088 1.76234

## Properties
Lowest unoccupied orbital energy = 0.6258 eV
HOMO level = -7.55 eV
Gap between HOMO and LUMO = 8.179 eV


Run Q
This record from the OMol25 dataset describes the molecule C6H9N. The level of theory is wB97M-V/def2-TZVPD.

CARTESIAN COORDINATES (ANGSTROEM)
N1 0.73537 -1.64983 -0.54791
C1 -1.98776 1.41946 -0.69679
C2 0.46648 1.11741 -0.07637
C3 -0.57936 1.60362 -0.42550
C4 1.29746 -0.91323 0.56191
C5 1.73685 0.51366 0.28206
C6 -0.20953 -1.11798 0.42730
H1 1.87036 -1.49145 1.30808
H2 -2.14236 0.30263 -0.43713
H3 2.13646 0.98685 1.18556
H4 2.46469 0.63615 -0.52718
H5 -1.13388 -0.58659 -0.00133
H6 -0.61226 -1.73994 1.20083
H7 -2.23871 1.53186 -1.75483
H8 0.83831 -2.64899 -0.42703
H9 -2.64213 2.03638 -0.07166

## Properties
Lowest unoccupied orbital energy = 1.0094 eV
HOMO level = -9.07 eV
Gap between HOMO and LUMO = 10.082 eV
SMILES string = CC#CC[C@H]1CN1


run P comes first in stability; the runner-up is 1.708 eV higher.


Run P
This record from the OMol25 dataset describes the molecule C6H9N. The level of theory is wB97M-V/def2-TZVPD.

CARTESIAN COORDINATES (ANGSTROEM)
N1 0.63806 1.35789 0.16510
C1 -0.74410 1.35605 0.12601
C2 -1.16095 0.10478 -0.26292
C3 2.48984 -0.39115 0.04964
C4 0.02064 -0.62748 -0.56037
C5 -2.44997 -0.59702 -0.00568
C6 1.10938 0.12036 -0.20906
H1 1.18962 2.08688 0.58911
H2 -2.23445 -1.29655 0.81552
H3 0.03616 -1.65015 -0.91369
H4 2.72601 -0.31230 1.11993
H5 2.50410 -1.45807 -0.19853
H6 -2.79215 -1.20647 -0.84780
H7 3.28121 0.10141 -0.52163
H8 -1.29435 2.24631 0.40806
H9 -3.24113 0.07243 0.33756

## Properties
Lowest unoccupied orbital energy = 1.0548 eV
HOMO level = -7.80 eV
Gap between HOMO and LUMO = 8.851 eV
SMILES string = Cc1c[nH]c(C)c1


Run Q
This record from the OMol25 dataset describes the molecule C6H9N. The level of theory is wB97M-V/def2-TZVPD.

CARTESIAN COORDINATES (ANGSTROEM)
N1 1.75181 0.04678 -0.60214
C1 -1.70874 -0.72819 -0.30929
C2 1.01144 -1.02885 0.12212
C3 -1.37664 -0.02615 0.98413
C4 1.47937 1.34007 0.04567
C5 -0.31291 -0.28372 -0.03580
C6 0.45024 0.75302 -0.81993
H1 1.07518 -1.94254 -0.47924
H2 -1.35032 -0.63439 1.88668
H3 -2.24486 -0.16014 -1.06838
H4 0.16210 1.11984 -1.80056
H5 1.26062 1.41019 1.11299
H6 -1.97207 -1.78125 -0.27410
H7 2.10353 2.13178 -0.36184
H8 -1.71852 0.99374 1.14202
H9 1.36314 -1.21738 1.14312

## Properties
Lowest unoccupied orbital energy = 1.0915 eV
HOMO level = -8.93 eV
Gap between HOMO and LUMO = 10.024 eV
SMILES string = C1[C@H]2N1CC21CC1


Run R
This record from the OMol25 dataset describes C6H9N as an isolated structure. The level of theory is wB97M-V/def2-TZVPD.

CARTESIAN COORDINATES (ANGSTROEM)
N1 -0.51107 0.60089 -1.08126
C1 0.15257 0.30576 1.08604
C2 1.23657 0.17162 0.00458
C3 -0.05468 -0.49671 -0.31166
C4 -0.62057 -1.88925 -0.34516
C5 -0.92703 1.24400 1.07645
C6 0.87075 1.12751 -1.11105
H1 -1.70661 -1.85347 -0.19295
H2 -0.98152 2.01221 1.86427
H3 -0.18260 -2.52262 0.43455
H4 -0.43384 -2.35838 -1.31870
H5 0.49501 -0.13052 2.03422
H6 0.97915 2.21286 -0.99042
H7 -1.86564 1.03488 0.58761
H8 2.20118 -0.24967 0.29067
H9 1.35974 0.80008 -2.04147

## Properties
Lowest unoccupied orbital energy (alpha / beta) = 0.2809 / 0.1939 eV
HOMO level (alpha / beta) = -8.33 / -8.14 eV
Gap between HOMO and LUMO (alpha / beta) = 8.612 / 8.329 eV


Run S
This record from the OMol25 dataset describes the molecule C6H9N. The level of theory is wB97M-V/def2-TZVPD.

CARTESIAN COORDINATES (ANGSTROEM)
N1 -1.82407 -0.54943 -0.28172
C1 -0.41903 1.52059 0.32297
C2 1.60742 -0.54885 -0.37351
C3 0.45847 -0.35089 -1.20590
C4 2.58216 -0.51122 0.32443
C5 -0.91974 -1.06674 0.74679
C6 -0.53937 0.06602 -0.16065
H1 -2.52299 0.03179 0.14344
H2 3.62292 -0.43726 0.38844
H3 0.19288 -1.28430 -1.69444
H4 -0.97656 1.64220 1.25287
H5 -0.84530 2.21893 -0.41223
H6 -1.09595 -0.82422 1.79102
H7 0.73874 0.38302 -1.96275
H8 0.61286 1.84702 0.51233
H9 -0.67244 -2.13665 0.60891

## Properties
Lowest unoccupied orbital energy = 1.0293 eV
HOMO level = -9.59 eV
Gap between HOMO and LUMO = 10.623 eV
SMILES string = C#CC[C@]1(C)CN1


run P comes first in stability; the runner-up is 2.709 eV higher.